Record 1
Density functional theory data (ωB97M-V/def2-TZVPD) for a structure of composition C30H46AsCoN10P2 at a distorted geometry.

The multiplicity is 2. The total charge is +3. The value obtained for the LUMO energy (alpha / beta) is -7.9 / -7.2 eV.

XYZ file:
```
90
Properties=species:S:1:pos:R:3:forces:R:3
Co -0.07745 0.51320 1.23260 -0.0977 -0.8743 -0.6627
C -1.92645 -4.33594 3.15954 -0.1371 -0.2629 -0.0081
N -0.97942 -3.31060 2.73796 0.1145 0.1484 0.0226
C 0.37484 -3.41083 2.87874 0.1377 0.0612 -0.0537
C 0.90534 -2.26728 2.35355 0.0595 -0.0619 -0.0034
N -0.10801 -1.47754 1.89391 -0.1320 0.7053 0.0671
C -1.24264 -2.12555 2.14130 -0.1020 -0.1821 -0.0619
P -2.89966 -1.56268 1.60660 0.3755 0.1777 -0.0015
C -2.82608 0.07791 2.41074 -0.1604 -0.0466 -0.0328
N -1.82410 0.94417 2.33672 -0.0060 -0.0403 -0.0337
C -2.17132 2.00844 3.11624 -0.0400 -0.0088 0.0996
C -3.40141 1.77959 3.66858 0.1197 0.1458 -0.0266
N -3.80522 0.56012 3.21510 0.0539 0.0959 0.0027
C -5.05757 -0.09546 3.58191 -0.1479 -0.1821 0.0437
C -2.30418 -1.04466 -0.04350 -0.1985 0.0845 0.0865
N -1.31936 -0.18253 -0.28027 0.7132 0.2137 0.5455
C -1.15857 -0.13377 -1.63462 -0.0279 0.0890 -0.1168
C -2.06130 -0.97139 -2.22329 0.1200 0.1065 -0.0294
N -2.77749 -1.53743 -1.20995 0.1575 0.1393 0.0133
C -3.84150 -2.52008 -1.38314 -0.2807 -0.2118 0.0628
H -1.62395 -4.73251 4.12554 0.0020 0.0829 0.0223
H -2.92319 -3.91299 3.24539 0.0141 0.0251 -0.0013
H -1.94414 -5.15631 2.44331 0.0057 0.0609 -0.0378
H 0.84587 -4.27253 3.32099 -0.0303 -0.0046 -0.0017
H 1.93776 -1.98086 2.25501 -0.0402 -0.0535 0.0661
H -1.51780 2.85326 3.26251 -0.0262 0.0096 -0.0171
H -4.00202 2.38545 4.32556 -0.0399 -0.0657 0.0132
H -5.67682 0.61269 4.12382 0.0116 0.0342 -0.0316
H -5.59117 -0.42414 2.69324 0.0108 0.0398 -0.0093
H -4.86829 -0.95243 4.22635 0.0337 0.0237 -0.0086
H -0.42037 0.49447 -2.10199 0.0131 -0.1250 -0.0239
H -2.23425 -1.20584 -3.25959 -0.0507 -0.0215 0.0197
H -3.99042 -2.69680 -2.44387 0.0513 0.0454 -0.0144
H -3.57634 -3.46329 -0.90914 0.0573 0.0301 -0.0118
H -4.77527 -2.15709 -0.95814 0.0396 0.0532 -0.0034
C 0.57902 5.75668 0.15058 0.2040 0.0855 0.1733
N -0.33684 5.06225 -0.87126 0.0220 0.0880 -0.0285
C 0.48539 4.81198 -2.14163 0.2112 -0.0909 -0.2441
N 1.65540 4.06783 -1.83712 0.0241 0.0721 -0.0248
C 2.48336 4.77149 -0.86036 -0.0429 -0.0046 -0.0006
N 1.74426 4.98119 0.38201 0.1080 0.1245 0.0068
C 1.50943 3.74637 1.11562 -0.1238 -0.2417 0.0511
P 0.45933 2.55327 0.14298 0.1727 0.4684 -0.0674
C -0.88008 3.78784 -0.31598 -0.1043 -0.5326 0.2808
C 1.40162 2.68448 -1.46810 -0.1278 -0.2533 0.0574
H 0.00632 5.90355 1.06599 -0.0667 -0.0326 -0.0494
H 0.84816 6.72532 -0.27110 -0.0793 -0.0219 -0.0678
H -1.11096 5.68930 -1.10258 -0.0163 -0.0118 0.0294
H 0.75240 5.78707 -2.54992 -0.0717 0.0428 0.0909
H -0.14718 4.28378 -2.85504 -0.0749 0.0129 0.0750
H 2.77996 5.73742 -1.27083 -0.0156 -0.0085 0.0067
H 3.38188 4.19150 -0.65746 -0.0114 0.0004 -0.0095
H 1.02720 3.96780 2.07042 -0.0004 -0.0231 -0.0064
H 2.46401 3.26677 1.33938 -0.0146 -0.0120 0.0041
H -1.46116 4.01580 0.57940 -0.0422 0.0667 -0.0512
H -1.55199 3.33585 -1.04745 -0.0024 0.0664 -0.0338
H 0.84233 2.19438 -2.26792 0.0377 0.0132 0.0090
H 2.35140 2.16130 -1.36087 -0.0503 -0.0033 0.0102
C 4.15955 -0.48311 2.01422 -0.1541 0.0411 0.0575
As 3.18206 0.03959 0.39827 0.1083 -0.0131 -0.3805
C 3.23713 -1.65670 -0.57613 -0.0413 -0.0390 0.0244
C 4.62718 0.99266 -0.64993 -0.4531 -0.3290 0.3910
C 5.97803 0.41968 -0.39555 0.4586 -0.0114 -0.0148
C 6.49060 -0.59888 -1.20032 -0.2040 0.1704 0.0030
C 7.75601 -1.11246 -0.96976 0.1096 -0.0566 0.0638
C 8.52582 -0.62534 0.07739 -0.0558 -0.0165 0.0474
C 8.03304 0.39729 0.87815 0.0825 -0.0721 0.0074
C 6.77195 0.91526 0.64175 -0.1654 0.0516 -0.1773
H 4.81745 -1.32385 1.80280 0.0697 0.0584 -0.0373
H 3.45728 -0.76348 2.79994 0.0299 0.0235 -0.0220
H 4.75334 0.34992 2.38330 0.0322 0.0175 -0.0355
H 4.22208 -2.11476 -0.49255 0.0238 0.0596 -0.0035
H 3.01352 -1.48421 -1.62898 -0.0018 0.0345 0.0072
H 2.49207 -2.34906 -0.18395 -0.0016 0.0354 0.0337
H 4.59149 2.04990 -0.38105 -0.0131 0.0100 -0.0076
H 4.33181 0.87548 -1.69415 -0.0030 0.0745 -0.0228
H 5.90286 -0.95968 -2.03725 0.0359 -0.0345 -0.0097
H 8.15318 -1.88186 -1.61835 -0.0259 -0.0225 0.0147
H 9.50754 -1.03622 0.26893 0.0229 0.0330 -0.0489
H 8.64328 0.80033 1.67554 -0.0115 -0.0055 0.0068
H 6.40519 1.74063 1.24376 0.0293 -0.0036 0.0296
C 2.04173 -0.44256 5.83785 -0.0223 0.0150 -0.0146
C 1.04244 0.64784 5.40774 0.2932 -0.2322 0.5272
C 1.05833 0.85408 3.97834 0.1951 0.2893 -0.2836
N 1.07066 1.00084 2.83926 -0.7274 -0.2109 -0.0467
H 1.86996 -0.69479 6.88155 0.0020 0.0442 0.0074
H 3.06383 -0.08274 5.73843 0.0105 -0.0415 -0.0325
H 1.92211 -1.34860 5.24531 -0.0178 0.0024 -0.0037
H 1.28592 1.58851 5.90604 -0.0959 0.0568 -0.0826
H 0.02127 0.38098 5.69115 -0.0179 0.0356 -0.0824
```
Positions in Å, forces in eV/Å.

Results of the Löwdin charge analysis, in e, for atoms 1 through 5: 0.2771, 0.0062, -0.1047, -0.0117, -0.1063

=====

Record 2
Density functional theory data (ωB97M-V/def2-TZVPD) for a structure of composition C8H28B2O30 at a distorted geometry.

The total charge is -2. The value obtained for the LUMO energy is 3.4 eV.

XYZ file:
```
68
Properties=species:S:1:pos:R:3:forces:R:3
O 0.87229 -2.29082 3.94375 0.1152 -0.8561 0.7573
C 0.92270 -3.11625 3.06247 -0.7573 3.3262 3.1722
O 0.46323 -2.84821 1.90803 -1.6778 0.5575 -2.7605
B 0.82845 -3.92040 1.04518 -1.6204 0.3832 -3.6001
O 1.57588 -4.79720 1.82221 0.2345 -3.9125 -3.6427
C 1.61865 -4.38886 2.97634 7.2235 -0.3110 8.3954
O 2.53269 -4.69180 3.84318 -4.3399 0.3509 -2.9823
O 1.56134 -3.44983 -0.13279 3.5548 2.1111 3.4584
C 0.93485 -3.60851 -1.19678 2.2381 2.6948 -7.3579
O 1.23389 -3.12694 -2.33899 -0.8829 -1.4860 4.0480
C -0.13985 -4.49386 -0.89080 -0.1513 0.9244 -7.6965
O -0.32807 -4.56896 0.26997 -1.2454 -1.0699 11.3667
O -0.75420 -4.95944 -1.77220 -2.7300 -2.5474 -2.9745
O -2.72758 -1.27090 -1.48023 0.7498 1.7345 1.8235
C -1.93147 -0.56738 -0.83296 -5.8103 -6.1526 -4.1451
O -0.90025 -1.02980 -0.34308 4.0576 -2.3877 2.3695
B -0.01150 0.05523 -0.12641 0.1484 0.1954 0.3931
O -0.79416 1.22430 -0.49089 3.8323 2.6961 2.2712
C -1.89111 0.82195 -0.91634 -1.4706 -0.1286 -0.9870
O -2.64164 1.39166 -1.59795 -3.0342 2.4064 -2.0579
O 1.17950 0.07086 -0.96659 0.2055 -0.0369 0.9973
C 2.17083 0.14341 -0.10437 4.5842 -0.3681 -4.6152
O 3.36063 0.09102 -0.44545 -2.6057 0.4108 0.7332
C 1.69475 0.09958 1.23397 2.5230 -2.4269 4.5926
O 0.44858 0.05373 1.28035 -4.3814 1.2259 -1.0750
O 2.34190 -0.23919 2.20210 0.8590 0.8735 -0.3572
O 3.35371 0.68342 -3.24495 0.1137 0.4031 4.3753
H 3.84856 1.52561 -2.79884 -2.0163 -3.4072 -1.1896
H 2.97269 0.04507 -2.37730 2.0517 3.1170 -3.5777
O -4.09508 -3.10262 -3.05337 -2.4820 -2.4393 -2.1101
H -3.51563 -2.60578 -2.54117 1.2070 2.0591 1.2534
H -4.83006 -2.62529 -3.47906 1.1466 0.2701 0.7289
O 5.78312 -0.32146 0.67113 -6.3943 0.3652 1.5798
H 5.12712 -0.08288 -0.03683 1.0014 -0.3674 1.0159
H 6.60030 -0.34283 0.36591 5.6384 -0.0848 -2.4590
O -3.43276 2.04202 1.53557 -6.3810 -1.6308 -0.6969
H -3.06345 2.60963 0.93068 0.6994 2.7980 -2.4279
H -2.58185 1.58847 1.91885 -4.4446 1.6411 -4.3139
O 1.13499 3.28230 -2.12048 -0.1444 -0.0952 -0.1730
H 1.44241 3.88158 -2.80470 0.1337 0.1203 0.0049
H 0.65846 2.61189 -2.62638 0.0900 -0.2078 0.1443
O 3.92165 1.67624 3.21076 3.5074 2.4348 1.6641
H 3.20526 1.91472 3.74724 -0.9744 1.5424 3.0399
H 3.31625 1.24561 2.72670 -2.1105 -3.7890 -4.3357
O -4.59815 0.74206 -4.40218 -2.6775 -1.9788 0.6773
H -3.91051 1.33843 -4.43854 2.6327 2.2592 -0.5074
H -4.87287 0.87668 -3.47990 -0.1648 -0.2229 -0.0793
O -5.46124 1.19489 -1.28188 -9.0084 -5.0539 -9.1982
H -5.58081 0.19174 -1.26150 0.4117 2.2048 0.0379
H -4.92126 1.37245 -0.69298 8.4738 2.8202 9.1621
O -1.83912 1.48883 2.57868 11.3915 -1.8957 6.0396
H -0.85559 1.34551 2.27371 -2.4814 -0.5994 1.1872
H -2.25592 0.76044 3.03429 0.7857 -0.9467 0.7967
O -2.37067 3.58336 -0.30427 1.2640 -1.2040 0.5726
H -1.37318 3.61053 0.11049 -4.8869 0.5996 -1.0193
H -2.33224 2.73923 -0.79489 -0.8844 1.3102 -0.1581
O 4.39016 -2.57789 1.93765 -9.0997 -5.0252 6.0042
H 3.65819 -1.89966 2.00597 0.8206 -1.2704 0.3509
H 4.92093 -2.11469 1.51147 8.3106 6.3855 -6.2678
O 1.19569 0.76231 5.15269 1.8190 10.8640 4.2524
H 0.59333 1.46210 4.85476 0.1165 -1.2567 -0.1279
H 1.08846 -0.01334 4.86650 -1.9332 -9.6271 -4.2367
O -2.31677 2.35286 -3.99833 0.9688 0.8220 0.6379
H -2.20576 3.22086 -3.44632 -0.1609 -3.2461 -0.8284
H -2.01157 1.48622 -3.56506 -0.6475 2.6586 -0.2566
O -0.35537 4.40821 0.01382 1.9761 6.6210 2.8977
H 0.03906 3.70533 -0.38603 3.1118 -2.1396 -2.8603
H -0.09084 5.35447 -0.26364 -0.3989 -3.0153 0.2747
```
Positions in Å, forces in eV/Å.

Results of the Löwdin charge analysis, in e, for atoms 1 through 5: 0.1537, -0.4306, 0.3018, -0.8617, 0.3531

=====

Record 3
Density functional theory data (ωB97M-V/def2-TZVPD) for a cluster of 2 separate species, C3H9N4 in total at a distorted geometry.

The multiplicity is 3. The total charge is +1. The value obtained for the LUMO energy (alpha / beta) is -4.1 / -6.1 eV.

XYZ file:
```
16
Properties=species:S:1:pos:R:3:forces:R:3
C 0.55355 0.36546 0.54791 -2.4635 0.5466 -0.6741
C 1.48109 1.18980 1.22389 0.7273 3.0423 1.0923
C -0.12471 -1.50382 -0.74595 -2.1052 1.1008 -1.6491
N -4.70893 1.43993 -1.46422 -5.3597 3.0807 -0.8316
N -3.73711 0.80289 -1.25451 -3.2722 2.2385 -0.7604
N 0.86402 -0.69474 -0.07439 1.7798 -0.7549 -0.3789
N -2.83084 0.16946 -1.05779 7.6939 -4.6565 1.4647
H 1.29963 2.31145 1.22199 -0.0382 -1.2662 -0.8931
H 1.26122 1.08770 2.25316 -0.2938 -0.5829 1.6327
H 2.53478 1.01983 1.14158 0.4961 -0.4076 -0.5360
H 0.06901 -1.48652 -1.85563 -0.2788 0.2332 1.0607
H 0.05582 -2.48691 -0.44694 -0.1608 -1.7193 0.5833
H -1.22911 -1.13659 -0.53114 2.5749 -0.8443 -0.3780
H -4.68265 2.32923 -2.10174 0.8426 -0.4895 0.1475
H 1.89064 -1.04538 -0.12951 -2.2332 1.0465 0.1937
H -0.57750 0.63801 0.56089 2.0909 -0.5674 -0.0738
```
Positions in Å, forces in eV/Å.

Results of the Löwdin charge analysis, in e, for atoms 1 through 5: -0.1067, -0.0299, -0.0482, 0.1732, -0.2611

=====

Record 4
Density functional theory data (ωB97M-V/def2-TZVPD) for the molecule C4H5NO2.

The total charge is 0. The value obtained for the LUMO energy (alpha / beta) is -0.7 / -0.6 eV.

XYZ file:
```
12
Properties=species:S:1:pos:R:3:forces:R:3
O -2.14453 0.25822 2.02026 0.5092 0.1838 -0.2729
C -1.10784 0.52115 1.47313 -0.4259 -0.1051 0.2509
C -0.37417 -0.57476 0.68562 0.0346 -0.4397 -0.1830
O -0.45340 -1.72654 0.99497 0.1084 0.5056 -0.1139
N 0.40279 -0.15315 -0.47771 -0.4145 -0.1119 0.6660
C 0.09322 1.07828 -0.96542 0.1537 0.4528 -0.2064
C 1.15759 -1.05952 -1.06995 0.2609 -0.3255 -0.3489
H -0.60912 1.49859 1.58536 -0.0569 -0.0914 -0.0053
H -0.02673 1.90464 -0.28463 -0.0823 -0.1043 -0.0136
H 0.40819 1.27456 -1.98220 -0.0430 -0.0082 0.1169
H 1.03681 -2.09734 -0.80161 0.0621 0.1427 0.0633
H 1.77894 -0.72389 -1.88785 -0.1064 -0.0987 0.0468
```
Positions in Å, forces in eV/Å.

Results of the Löwdin charge analysis, in e, for atoms 1 through 5: 0.1096, -0.1701, -0.3221, 0.1629, -0.2134

=====

Summary of relative energy (zero: lowest compared OMol25 entry of this formula, charge and spin) in eV
0.619 15.552 3.810 3.823
(order as listed above)
Summary of calculated total energy in hartree
-6018.76008 -2628.68595 -338.21865 -360.52894
(order as listed above)